1.
Molecular formula: C6H10O
Method: DFT, ωB97M-V/def2-TZVPD

Output
HOMO, eV: -9.31
Gap between HOMO and LUMO, eV: 10.01
LUMO, eV: 0.71
Max |F|, eV/Å: 0.51
Multiplicity: 1

```
17
Properties=species:S:1:pos:R:3:mulliken_charge:R:1
C -1.3148 0.9645 1.1676 -1.403
C -0.3718 -0.1528 0.7662 0.256
C -0.9625 -1.1621 -0.2958 -0.491
C 0.1460 -1.6629 -1.3222 -0.554
C 0.9160 -0.8271 -0.7700 -0.187
C 0.9706 0.3390 0.1166 -0.081
O 0.9498 1.5920 -0.5170 -0.544
H -1.5807 1.5873 0.3071 0.288
H -2.2379 0.5412 1.5788 0.394
H -0.8634 1.6151 1.9228 0.373
H -0.0826 -0.7391 1.6452 0.318
H -1.7354 -0.6846 -0.9068 0.293
H -1.4069 -2.0299 0.1977 0.371
H 2.6028 -0.3831 -1.9597 0.062
H 2.8394 -0.9183 -1.4966 0.072
H 1.7962 0.3793 0.8285 0.423
H 0.3354 1.5413 -1.2623 0.411
```



2.
Molecular formula: C6H10O
Method: DFT, ωB97M-V/def2-TZVPD

Output
HOMO, eV: -8.42
Gap between HOMO and LUMO, eV: 8.35
LUMO, eV: -0.08
Max |F|, eV/Å: 1.59
Multiplicity: 1

```
17
Properties=species:S:1:pos:R:3:mulliken_charge:R:1
C -2.0939 -0.5285 -0.4048 -0.791
O -0.7090 -0.7645 -0.6181 -0.395
C 0.1722 0.0102 0.1951 1.690
C 1.6016 -0.2516 -0.3128 -1.213
C -0.0447 -0.0693 1.6868 -1.581
C 0.0527 1.3773 -0.4998 -0.654
C 1.3324 1.0127 -1.2196 -0.305
H -2.3384 0.5378 -0.4255 0.370
H -2.6293 -1.0318 -1.2136 0.265
H -2.4240 -0.9567 0.5472 0.273
H 1.7306 -1.2678 -0.7722 0.290
H 2.4024 -0.0946 0.3991 0.306
H 1.2117 0.4139 -2.1066 0.208
H 0.7218 0.5168 2.2101 0.456
H 0.0322 -1.1109 2.0176 0.338
H -1.0186 0.3376 1.9657 0.379
H 2.0003 1.8695 -1.4485 0.363
```



3.
Molecular formula: C6H10O
Method: DFT, ωB97M-V/def2-TZVPD

Output
HOMO, eV: -9.09
Gap between HOMO and LUMO, eV: 10.22
LUMO, eV: 1.14
Max |F|, eV/Å: 0.42
Multiplicity: 1

```
17
Properties=species:S:1:pos:R:3:mulliken_charge:R:1
C 2.0538 -0.4885 -0.1422 -0.767
C 1.1656 0.3712 0.3498 -0.474
C -0.6399 1.3891 -1.0658 -0.694
C -1.5517 1.0662 0.0538 -0.302
O -2.3245 -0.0771 -0.2790 -0.436
C -1.1387 -0.9019 -0.3004 -0.347
C -0.2454 0.3092 -0.0743 0.702
H 1.7252 -1.3150 -0.7701 0.244
H 1.0109 -1.6004 1.8837 -0.131
H 3.1181 -0.3992 0.0408 0.277
H 1.4800 1.2202 0.9551 0.359
H -0.0374 2.2851 -0.9266 0.287
H -0.8589 1.1206 -2.0950 0.232
H -1.9685 1.7669 0.7716 0.373
H -1.0040 -1.4578 -1.2349 0.270
H -1.1825 -1.5999 0.5425 0.259
H 0.3980 -1.6888 2.2910 0.147
```



4.
Molecular formula: C6H10O
Method: DFT, ωB97M-V/def2-TZVPD

Output
HOMO, eV: -7.77
Gap between HOMO and LUMO, eV: 8.64
LUMO, eV: 0.87
SMILES: CC(C)=C/C=C/O
Max |F|, eV/Å: 2.25
Multiplicity: 1

```
17
Properties=species:S:1:pos:R:3:mulliken_charge:R:1
C -2.3193 -0.3539 0.5795 -1.260
C -0.9698 -0.3045 -0.0757 0.894
C -0.9100 -0.6046 -1.5423 -1.225
C 0.0325 0.2946 0.5866 -0.588
C 1.4346 0.1189 0.2375 -0.431
C 2.4170 0.7858 0.8629 -0.001
O 3.6659 0.9927 0.3792 -0.507
H -3.1115 0.1198 -0.0159 0.313
H -2.6839 -1.3534 0.8073 0.287
H -2.2834 0.2907 1.4567 0.344
H 0.0666 -0.3683 -1.9536 0.338
H -1.6658 0.0045 -2.0404 0.322
H -1.0957 -1.6538 -1.7882 0.295
H -0.1122 0.6010 1.6219 0.190
H 1.7328 -0.7262 -0.3813 0.412
H 2.2116 1.2031 1.8454 0.294
H 3.5904 0.9536 -0.5797 0.323
```



5.
Molecular formula: C6H10O
Method: DFT, ωB97M-V/def2-TZVPD

Output
HOMO (spin up / spin down), eV: -7.17 / -7.17
Gap between HOMO and LUMO (spin up / spin down), eV: 7.97 / 7.97
LUMO (spin up / spin down), eV: 0.80 / 0.80
Max |F|, eV/Å: 0.90
Multiplicity: 1

```
17
Properties=species:S:1:pos:R:3:mulliken_charge:R:1
C 1.8327 0.8134 0.8013 -1.138
C 0.4310 0.8961 0.2855 -0.194
C 0.0455 0.5767 -1.1279 -0.294
C -0.9180 -0.4946 -0.6023 0.447
O -1.7920 -1.1794 -1.4395 -0.544
C -1.2864 0.0847 0.7354 -0.677
C -0.0097 -1.2394 0.2855 -0.768
H 2.3984 1.6985 0.4687 0.345
H 1.8250 0.8331 1.8917 0.294
H 2.4160 -0.0693 0.4711 0.323
H 0.8121 0.1306 -1.7856 0.268
H -0.4709 1.3877 -1.6652 0.329
H -2.4980 -0.5662 -1.6851 0.346
H -1.7949 -0.6331 1.3985 0.341
H -1.6262 1.0741 0.9307 0.368
H -0.4113 -2.0341 0.9140 0.322
H 1.0466 -1.2789 0.1231 0.232
```



6.
Molecular formula: C6H10O
Method: DFT, ωB97M-V/def2-TZVPD

Output
HOMO, eV: -9.39
Gap between HOMO and LUMO, eV: 10.26
LUMO, eV: 0.87
SMILES: CC1CC1.C=C=O
Max |F|, eV/Å: 0.99
Multiplicity: 1

```
17
Properties=species:S:1:pos:R:3:mulliken_charge:R:1
C 1.1570 0.1309 -1.4252 -1.265
C -0.2764 -0.3071 -1.6158 0.234
C -0.7247 -1.6466 -1.1055 -0.598
C -1.2031 -0.3874 -0.4360 -0.453
H 1.8038 -0.2628 -2.2178 0.343
H 1.5473 -0.2317 -0.4660 0.250
H 1.2454 1.2244 -1.4318 0.284
H -0.7288 0.0167 -2.5517 0.325
H -1.4345 -2.2189 -1.6957 0.254
H 0.0067 -2.2529 -0.5757 0.238
H -2.2412 -0.0960 -0.5699 0.269
H -0.7930 -0.1512 0.5430 0.119
C 0.7356 1.1860 2.3334 -1.093
C -0.3317 1.3967 3.0708 0.904
O -1.2774 1.5851 3.7267 -0.359
H 0.8246 1.6766 1.3723 0.300
H 1.5086 0.5188 2.6915 0.247
```



7.
Molecular formula: C6H10O
Method: DFT, ωB97M-V/def2-TZVPD

Output
HOMO, eV: -9.48
Gap between HOMO and LUMO, eV: 10.59
LUMO, eV: 1.11
SMILES: C[C@H]1C[C@H]2OC[C@@H]12
Max |F|, eV/Å: 0.40
Multiplicity: 1

```
17
Properties=species:S:1:pos:R:3:mulliken_charge:R:1
C 1.6629 -0.4756 -0.4874 -1.514
C 0.7911 0.3399 0.4824 0.177
C 0.0879 1.4722 -0.3060 -0.840
C -1.1899 0.6364 -0.2737 -0.169
O -1.1945 -0.6125 -1.0221 -0.461
C -1.1752 -1.3619 0.2160 -0.491
C -0.6521 -0.1427 0.9323 -0.261
H 1.9120 -1.4933 -0.1692 0.314
H 2.6092 0.0674 -0.6150 0.388
H 1.1964 -0.5349 -1.4749 0.360
H 1.4052 0.6528 1.3317 0.449
H -0.0758 2.3492 0.3329 0.290
H 0.5178 1.7861 -1.2614 0.348
H -2.1695 1.1172 -0.3476 0.448
H -0.5621 -2.2691 0.2037 0.269
H -2.2036 -1.6257 0.5046 0.270
H -0.9598 0.0946 1.9537 0.423
```



8.
Molecular formula: C6H10O
Method: DFT, ωB97M-V/def2-TZVPD

Output
HOMO, eV: -9.15
Gap between HOMO and LUMO, eV: 10.21
LUMO, eV: 1.06
Max |F|, eV/Å: 3.48
Multiplicity: 1

```
17
Properties=species:S:1:pos:R:3:mulliken_charge:R:1
C -2.4344 -0.7116 -0.8148 0.149
C -1.6392 0.8339 1.1562 -1.032
C -0.5481 0.5578 0.4762 0.787
C -0.1879 1.3536 -0.7321 -1.202
C 1.0345 -1.4019 -0.3097 -1.099
C 0.5001 -0.4886 0.8089 -0.682
O -3.5257 -0.7923 -0.5335 -0.207
H -2.2767 1.6561 0.9674 0.352
H -2.0570 0.2060 2.0366 0.241
H -0.6751 0.6982 -1.4919 0.277
H 0.8159 1.3900 -0.9048 0.352
H -0.6011 2.3804 -0.7879 0.349
H 0.4041 -1.2001 -1.1537 0.359
H 1.0960 -2.4387 -0.0496 0.346
H 1.9032 -0.8547 -0.7037 0.295
H 1.3204 0.1047 1.2418 0.351
H 0.1584 -1.1794 1.5235 0.366
```



9.
Molecular formula: C6H10O
Method: DFT, ωB97M-V/def2-TZVPD

Output
HOMO, eV: -9.51
Gap between HOMO and LUMO, eV: 10.47
LUMO, eV: 0.96
SMILES: C=C(C)CCC=O
Max |F|, eV/Å: 2.52
Multiplicity: 1

```
17
Properties=species:S:1:pos:R:3:mulliken_charge:R:1
C -0.2798 0.7618 -1.7965 -0.940
C -0.9690 0.1884 -0.8057 0.742
C -1.8869 0.9780 0.0973 -1.369
C -0.6574 -1.2159 -0.3123 -0.872
C 0.7453 -1.2181 0.3421 -0.446
C 1.1115 -0.0043 1.1633 0.118
O 2.2254 0.4116 1.3265 -0.490
H -0.7568 1.4991 -2.4304 0.366
H 0.3803 0.0490 -2.2923 0.261
H -1.7423 0.6304 1.1197 0.321
H -2.9390 0.8227 -0.1688 0.340
H -1.7969 2.0511 0.1076 0.375
H -1.5130 -1.5993 0.2406 0.351
H -0.5845 -1.8380 -1.2042 0.331
H 1.4179 -1.1741 -0.5171 0.230
H 0.9880 -2.0980 0.9363 0.418
H 0.2726 0.4581 1.7209 0.263
```



10.
Molecular formula: C6H10O
Method: DFT, ωB97M-V/def2-TZVPD

Output
HOMO, eV: -9.78
Gap between HOMO and LUMO, eV: 10.83
LUMO, eV: 1.05
SMILES: O=CCCC1CC1
Max |F|, eV/Å: 0.50
Multiplicity: 1

```
17
Properties=species:S:1:pos:R:3:mulliken_charge:R:1
O 0.1096 -0.1891 3.2547 -0.470
C 0.0586 -1.1608 2.5368 -0.066
C -0.3534 -1.0825 1.0847 -0.395
C 0.6409 -0.2703 0.2413 -0.816
C 0.0643 0.0380 -1.1219 -0.080
C -0.8654 1.2091 -1.2662 -0.567
C 0.5029 1.2498 -1.8902 -0.620
H 0.3239 -2.1565 2.9456 0.330
H -0.4878 -2.0826 0.6517 0.337
H -1.3251 -0.5707 1.0774 0.287
H 1.5862 -0.8205 0.1427 0.349
H 0.8700 0.6626 0.7714 0.313
H -0.1819 -0.8404 -1.7177 0.398
H -1.7301 1.1180 -1.9166 0.262
H -1.0350 1.8234 -0.3845 0.244
H 0.5744 1.1737 -2.9717 0.262
H 1.2478 1.8989 -1.4375 0.234
```